# C52H116N4O12

8 unconnected molecules or ions with the total composition C52H116N4O12 (the ωB97M-V functional and the def2-TZVPD basis, the Open Molecules 2025 dataset).

XYZ file:
```
184
Properties=species:S:1:pos:R:3:forces:R:3
O 0.719 0.135 0.176 -0.05 0.04 0.12
O -3.844 -2.521 0.016 0.59 1.04 0.55
O 5.226 -0.801 -3.601 0.31 0.43 -0.24
O -3.432 -3.839 4.972 -0.46 0.14 0.17
O 4.512 3.899 -2.424 0.05 0.56 -0.28
O 1.993 3.243 -3.970 -0.32 -0.49 0.75
O -0.243 -2.148 -4.090 -0.30 -0.05 -0.37
O 7.121 -2.173 -5.624 -0.69 -0.18 0.67
O 2.791 0.149 2.355 0.13 -0.31 0.54
O -0.055 0.357 -2.864 -0.35 -0.15 0.19
O -4.783 0.341 -0.483 0.50 0.31 -0.47
O -4.429 2.881 0.189 -0.24 0.27 -0.44
N -4.257 -2.699 4.730 0.26 0.25 -1.26
N 3.960 0.434 1.638 -0.23 0.33 -1.87
N -4.693 3.152 1.543 -0.04 -1.08 0.75
N 0.928 -2.821 -3.713 0.84 0.40 1.62
C -4.764 -1.788 0.804 -1.26 -0.97 -0.34
C -5.675 -2.979 4.994 -0.39 0.19 0.31
C 2.571 2.756 -5.138 1.29 0.26 -0.91
C -3.645 3.952 3.696 -1.21 0.52 0.20
C -2.523 2.325 2.271 0.07 -0.55 -0.75
C -2.757 4.692 1.479 -0.37 -0.35 -0.95
C 1.920 -4.676 -2.428 0.98 -1.39 -1.08
C 1.396 -3.555 -6.044 -0.26 -0.45 -0.02
C -3.442 -1.341 6.759 0.00 -0.68 -0.39
C -0.702 1.601 -3.153 0.46 -0.74 -0.83
C -3.613 -1.487 5.222 -0.38 1.23 0.26
C 5.890 4.145 -2.323 0.85 -0.32 0.32
C -3.982 0.073 -1.635 -0.08 -1.51 -0.12
C -6.538 -1.737 4.578 -0.27 0.13 1.16
C 2.318 -1.432 -5.191 -1.17 -0.14 0.12
C -0.352 -4.947 -3.371 -0.16 0.56 -1.53
C 2.941 -4.866 -3.578 0.33 1.65 0.90
C 6.052 -0.369 0.562 1.29 0.47 0.99
C -7.029 2.670 1.385 0.73 0.44 -0.32
C 3.987 -1.699 0.408 -1.31 0.08 0.98
C 3.937 4.733 -3.425 0.00 -0.64 0.69
C -6.218 5.091 1.009 0.10 -0.47 -0.34
C -0.635 -0.225 0.033 -0.82 -0.47 0.08
C 4.762 -0.730 1.320 0.73 -1.03 0.49
C 1.930 -2.861 -4.760 -0.45 -0.17 -1.24
C 0.637 -3.930 -2.792 0.10 -0.80 0.49
C 3.215 -3.533 -4.275 -0.44 -0.88 0.30
C 5.796 1.999 1.151 0.48 0.12 -0.03
C 5.893 -0.200 -4.696 0.34 -0.05 0.76
C 3.527 2.838 1.619 -0.73 -0.06 -0.25
C -5.536 -0.751 0.006 0.02 0.41 0.82
C 5.189 -1.494 2.595 -1.13 -0.18 0.61
C -6.138 4.051 3.257 0.07 -0.60 1.12
C 6.127 -1.174 -5.815 0.85 0.38 -1.03
C 2.436 4.496 -3.508 0.42 0.98 -1.39
C -5.998 3.756 1.753 -0.05 0.77 0.64
C -5.975 -0.465 5.154 1.05 0.95 -0.65
C 0.101 -3.342 -1.496 -0.90 0.83 0.15
C -5.922 -3.315 6.480 -0.57 -0.15 0.55
C -4.510 -0.309 4.751 0.24 -0.10 0.92
C -2.241 -1.264 4.565 -0.13 -1.08 0.15
C 1.185 1.029 -0.819 0.30 0.09 -0.45
C 8.332 -1.718 -5.088 0.55 -0.75 0.03
C -3.465 3.533 2.211 1.23 0.48 0.89
C 4.507 1.719 1.965 1.31 1.37 1.09
C -3.165 -3.509 0.756 0.15 -0.34 -0.36
C -4.952 4.710 3.973 0.15 0.26 -1.15
C 6.807 0.853 1.148 -1.57 -0.53 -0.51
C -6.193 -4.144 4.142 0.77 -0.34 -0.05
C 1.214 0.469 -2.239 0.19 -0.29 0.38
C 4.910 1.917 3.458 -0.32 -0.41 0.01
C 4.967 0.153 -2.598 -0.33 -0.57 0.70
H -5.807 5.026 0.001 0.02 0.07 0.02
H 3.299 2.801 0.551 -0.01 0.07 -0.01
H -3.837 -4.363 0.912 0.19 -0.13 0.03
H -0.466 -5.907 -2.875 -0.03 0.27 0.57
H -4.172 0.592 5.272 0.39 0.04 -0.28
H -7.242 -3.949 3.930 -0.05 -0.28 -0.12
H -4.726 1.958 0.022 0.29 0.34 0.30
H -8.029 2.968 1.693 -0.09 -0.13 -0.17
H 6.729 -1.207 0.745 -0.19 -0.28 -0.53
H 3.654 2.937 -5.136 -0.03 -0.24 0.04
H 0.619 1.965 -0.817 -0.08 0.07 0.29
H 6.263 3.685 -1.407 -0.16 0.00 0.03
H -4.644 -0.105 -2.485 0.07 0.07 -0.15
H 8.986 -2.592 -5.034 -0.04 0.01 -0.24
H 3.118 -2.139 0.916 0.08 0.27 0.33
H 6.863 0.191 -4.351 0.04 -0.12 0.01
H 0.834 -2.707 -0.993 0.22 -0.29 0.06
H 5.738 -2.406 2.364 0.39 0.22 0.02
H 7.147 0.642 2.162 0.07 0.01 0.00
H 2.701 -5.617 -4.329 -0.37 -0.17 0.27
H -3.127 -4.038 4.080 0.08 -0.19 0.12
H -1.552 -2.058 4.865 0.09 0.15 0.18
H -2.781 -0.497 6.950 -0.14 0.09 0.14
H -7.018 4.657 3.485 -0.20 -0.08 -0.45
H 4.309 -1.840 3.151 -0.20 0.04 -0.34
H 1.877 1.037 -2.892 0.06 0.42 0.22
H -6.311 3.085 3.748 0.00 -0.02 0.07
H 5.948 -0.215 -0.512 -0.16 -0.17 0.50
H -6.050 -0.400 6.242 -0.04 -0.40 0.01
H 4.184 0.856 -2.885 0.05 0.25 -0.17
H -6.194 -0.245 0.715 -0.18 -0.30 0.16
H 0.010 -5.194 -4.375 -0.04 -0.12 0.03
H 5.499 2.285 0.137 0.10 -0.28 -0.12
H -2.986 -2.227 7.205 0.07 -0.03 -0.11
H -0.973 2.127 -2.240 -0.09 0.19 -0.12
H 2.116 5.267 -4.226 -0.21 0.05 -0.04
H -0.311 -4.085 -0.811 0.44 -0.26 -0.02
H -1.809 4.988 1.925 -0.17 0.15 0.29
H 5.748 1.276 3.736 -0.06 -0.03 0.05
H 3.892 3.840 1.848 0.39 -0.14 0.01
H -0.746 -2.667 -1.671 0.00 -0.24 -0.37
H -2.772 -3.201 1.733 -0.26 0.44 -0.03
H -6.084 -5.098 4.656 -0.13 0.03 0.09
H -1.302 0.632 -0.100 0.25 0.19 -0.32
H 2.025 -3.321 -6.905 -0.08 0.10 -0.02
H 1.648 -0.533 -2.174 -0.29 -0.19 -0.15
H -1.305 -4.444 -3.552 -0.14 -0.27 0.24
H -6.950 2.479 0.313 -0.45 0.13 -0.08
H 1.772 -5.741 -2.216 -0.95 0.27 0.65
H -7.526 -1.817 5.045 -0.04 -0.64 -0.21
H 5.856 0.688 -2.242 0.15 0.19 -0.55
H -5.030 -3.567 7.053 0.21 0.22 -0.28
H -5.144 4.834 5.040 -0.04 -0.33 0.05
H 4.552 -2.593 0.148 0.39 0.39 -0.57
H 2.401 -4.274 -1.535 0.15 0.36 -0.22
H -2.267 2.005 1.259 0.20 0.18 0.00
H 2.585 2.747 2.164 0.03 -0.23 0.00
H 4.476 4.562 -4.363 -0.26 -0.01 -0.17
H 8.275 -1.386 -4.047 -0.24 0.39 -0.16
H 3.843 -3.824 -5.122 0.14 0.79 -0.16
H -2.290 -1.333 3.476 -0.18 0.31 -0.03
H -1.028 -0.710 0.930 0.55 0.00 0.26
H 1.324 -4.646 -6.001 0.39 0.01 0.32
H -1.565 1.354 -3.770 -0.27 -0.07 0.40
H 2.212 1.242 -0.525 0.07 0.13 -0.06
H -3.422 -0.843 -1.435 -0.01 -0.04 -0.24
H 1.505 -0.937 -5.731 0.04 -0.39 -0.44
H -5.727 5.894 1.558 0.02 0.09 -0.13
H 8.815 -0.991 -5.750 -0.05 0.28 0.20
H -4.408 -1.204 7.239 0.10 0.17 0.12
H 5.385 0.712 -5.026 -0.47 -0.22 -0.33
H -3.602 3.093 4.367 0.06 -0.18 -0.16
H -6.727 -1.657 3.506 0.45 -0.15 -0.12
H -3.465 5.512 1.351 0.28 0.30 0.36
H -4.836 5.740 3.616 -0.03 -0.01 -0.14
H -5.525 -2.535 1.085 -0.25 0.21 0.34
H 7.675 1.052 0.521 0.06 0.21 0.06
H 3.728 -2.850 -3.598 0.21 -0.02 -0.11
H 1.928 4.742 -2.580 0.11 -0.41 0.23
H 2.449 1.679 -5.256 -0.37 0.00 0.41
H 6.314 2.866 1.572 -0.44 0.21 0.08
H -3.231 0.811 -1.906 -0.45 0.66 0.57
H -4.409 -1.385 1.756 0.72 0.08 -0.24
H 0.363 -3.264 -6.241 0.14 0.45 -0.06
H 2.114 -0.018 1.684 -0.15 0.19 -0.15
H -2.299 -3.776 0.149 -0.18 -0.32 0.06
H 3.520 -1.130 -0.399 0.43 -0.38 -0.35
H -1.606 2.525 2.828 0.02 0.25 -0.09
H 5.218 2.948 3.636 -0.02 0.04 -0.10
H -0.770 -0.946 -0.774 -0.06 0.32 -0.11
H 2.229 3.225 -6.072 -0.41 0.18 0.26
H -5.618 -4.268 3.221 -0.22 0.36 -0.16
H -0.058 2.173 -3.821 0.10 0.43 0.43
H 4.098 5.791 -3.187 -0.09 0.04 0.17
H 3.180 -1.605 -5.828 0.18 0.78 0.02
H -6.447 -2.502 6.989 0.20 0.03 0.10
H -2.968 1.434 2.721 -0.34 0.26 0.20
H 3.863 -5.148 -3.064 0.09 -0.37 -0.34
H -6.449 0.466 4.826 -0.48 -0.34 -0.26
H -6.556 -4.195 6.607 -0.17 0.08 -0.24
H 4.070 1.706 4.122 0.02 -0.10 -0.03
H 2.439 -0.750 -4.351 0.84 -0.34 0.19
H 5.232 -1.678 -6.166 -0.11 -0.14 0.31
H -1.845 -0.306 4.894 0.06 0.06 -0.19
H -6.202 -1.233 -0.714 0.39 0.12 -0.54
H -7.279 5.331 0.922 -0.03 -0.03 0.10
H 6.484 3.716 -3.140 -0.31 -0.13 -0.23
H 4.637 -0.394 -1.710 -0.27 0.09 -0.57
H -0.218 -1.279 -3.642 0.12 -0.22 -0.11
H 5.658 -0.858 3.347 0.61 -0.06 -0.37
H 6.489 -0.579 -6.666 -0.19 0.28 -0.06
H -4.353 -0.169 3.680 -0.33 0.04 -0.07
H -6.707 1.744 1.865 -0.23 0.03 0.29
H -2.854 4.650 3.973 0.36 -0.38 -0.08
H -2.529 4.391 0.452 0.01 -0.14 0.07
H 6.173 5.203 -2.290 -0.41 0.16 0.08
```
Positions in Å, forces in eV/Å.

---

# C52H117N7O12

9 unconnected molecules or ions with the total composition C52H117N7O12 (the ωB97M-V functional and the def2-TZVPD basis, the Open Molecules 2025 dataset).

XYZ file:
```
188
Properties=species:S:1:pos:R:3:forces:R:3
O 5.147 7.807 6.527 -0.32 0.76 3.60
O 3.132 9.878 -6.035 0.65 2.13 0.26
O -7.298 2.781 -4.156 1.01 -1.89 -0.56
O -6.577 4.652 -6.703 -0.55 0.21 -1.15
O -1.080 -3.084 -8.395 0.26 0.29 0.51
O -1.691 0.839 6.533 0.50 -1.32 -0.47
O -8.425 -3.462 -5.870 0.28 -0.05 0.26
O -8.500 -4.104 3.244 0.00 -0.31 -0.36
O -5.899 -3.152 -4.372 -0.29 -0.22 -0.19
O -3.287 3.989 -1.140 -0.38 -0.02 -0.56
O 1.723 -8.949 1.300 0.27 -1.95 0.89
O 0.538 9.069 -6.966 -0.30 0.48 -0.26
N -2.084 3.287 -0.994 0.57 -0.42 1.53
N 0.038 -3.840 -8.044 3.14 -2.24 0.02
N -1.263 -0.340 7.148 0.88 -1.98 3.17
N -7.789 -2.175 4.106 3.25 3.18 -0.49
N 1.565 -7.705 0.847 -2.45 3.29 -1.33
N -9.430 -3.154 5.062 -2.33 -0.34 2.58
N 5.556 7.455 5.314 -1.12 -1.72 -3.73
C 0.569 -5.442 0.889 0.03 1.86 1.56
C -6.151 4.713 -5.396 -0.41 -1.09 2.72
C 4.786 6.195 4.903 1.22 1.13 -2.16
C 4.001 -7.222 1.112 -0.74 1.40 1.83
C -3.518 -1.332 7.195 1.23 0.16 1.01
C 1.856 -4.812 0.501 2.25 -1.49 -0.58
C -2.245 1.811 -1.137 0.61 0.43 -0.44
C -2.038 -1.604 6.931 0.59 -0.06 -2.51
C 2.322 -5.042 -6.662 1.12 0.48 1.64
C -0.960 1.187 -0.476 0.45 -0.69 -1.56
C 7.307 7.393 3.570 -1.41 -1.57 -0.72
C 1.685 -2.512 -9.422 -1.71 -0.17 -1.00
C -0.379 -4.221 -5.560 0.56 0.42 -0.89
C 0.603 -6.831 1.703 1.98 2.20 -3.63
C -8.114 -4.113 -4.644 0.25 -0.31 1.03
C 2.512 -4.090 -7.858 0.59 -1.52 1.49
C 1.369 -1.952 -7.032 0.92 0.33 -0.43
C 6.963 7.667 5.049 2.22 -2.25 -0.79
C -1.614 -2.729 7.915 1.75 1.00 0.55
C -1.111 5.510 -0.684 1.32 -0.90 -0.80
C 3.265 6.531 4.838 -0.33 -0.63 1.60
C -0.079 -2.924 7.974 0.28 0.27 0.47
C 5.137 4.845 5.546 -0.37 0.26 1.28
C -3.510 1.215 -0.373 1.77 0.72 -0.60
C 5.128 5.983 3.408 0.41 0.01 -1.11
C -8.549 -3.223 4.084 -1.08 -2.39 -1.61
C 7.919 6.751 5.928 -0.89 -0.20 -0.58
C -0.622 4.333 -2.910 -0.42 0.35 1.76
C 1.081 -5.856 -6.816 -0.57 1.30 -1.89
C -0.823 -7.297 1.547 -0.04 -2.12 1.36
C 1.151 -0.550 6.113 -1.57 -0.76 0.29
C 0.340 3.459 -0.536 -1.36 -0.48 -1.27
C -1.799 -2.155 5.484 0.23 0.56 -0.08
C 0.184 -0.416 7.462 1.54 2.06 -1.56
C 0.354 1.924 -0.763 -0.03 1.17 -0.91
C 0.520 -1.571 8.379 -0.15 -0.63 0.30
C -0.881 4.119 -1.329 -0.32 -1.26 0.59
C -0.155 -4.849 -6.934 -0.59 -1.43 -0.52
C 1.087 -6.658 3.162 -0.94 0.74 0.11
C 1.385 -3.144 -8.073 -1.74 2.45 1.06
C -2.361 1.557 -2.685 -0.19 -0.88 0.17
C -7.276 4.143 -4.416 -0.08 1.12 -0.78
C 2.645 8.600 -6.032 1.75 -2.26 0.24
C 2.574 -5.770 -0.436 0.41 -0.07 1.44
C 7.377 9.069 5.286 -1.36 1.38 1.79
C -1.465 -5.628 -7.298 0.90 0.89 0.78
C 2.746 -7.175 0.178 2.22 -0.93 -1.51
C 3.210 -8.083 -1.073 -1.39 0.37 0.74
C 6.575 6.149 2.906 0.49 1.74 2.06
C 1.771 8.395 -7.179 -2.02 -0.72 -1.73
C -6.613 -4.371 -4.515 -0.98 0.74 -0.35
C 0.654 0.926 8.154 -0.21 -0.03 -0.33
H 2.759 5.661 4.421 0.04 0.17 -0.58
H -1.547 -5.664 -8.385 -0.13 -0.66 0.17
H 2.416 -8.130 -1.818 -0.41 -0.26 0.22
H -2.164 -3.667 7.844 -0.16 0.24 -0.48
H 4.954 4.954 3.093 -0.83 -0.14 0.33
H -0.606 -4.939 -4.772 -0.42 -0.03 -0.22
H 0.890 -6.692 -6.143 -0.01 0.44 0.39
H 2.410 -8.874 1.967 0.33 -0.54 0.61
H 4.461 6.600 2.805 0.10 0.18 -0.04
H 5.987 4.352 5.075 -0.05 0.16 -0.11
H 2.432 -4.697 1.419 0.44 0.34 -0.06
H 4.190 -8.129 1.687 0.37 -0.73 -1.07
H -3.610 4.013 -0.237 -0.23 0.24 0.05
H 7.145 5.260 3.177 0.04 -0.18 -0.69
H 1.143 -1.555 5.693 -0.28 -0.43 0.39
H 1.242 3.914 -0.946 0.19 -0.05 0.17
H 8.434 9.331 5.325 -0.04 -0.47 -0.55
H 8.386 7.256 3.513 0.00 0.17 -0.18
H 0.188 -1.411 9.405 -0.45 0.51 0.02
H 4.271 4.185 5.488 -0.01 -0.09 -0.29
H 5.353 4.894 6.613 0.06 0.29 0.11
H 2.254 8.679 -8.113 0.38 1.13 0.10
H -8.130 4.393 -5.045 -0.58 0.38 0.41
H 0.192 -3.551 8.824 -0.38 -0.42 0.03
H -0.740 -8.241 2.087 -0.89 -0.56 -0.05
H 3.520 7.974 -6.213 0.20 -0.23 0.23
H 0.469 -3.382 7.151 -0.49 0.17 -0.51
H -6.400 -4.841 -5.475 0.77 -0.54 0.16
H -4.436 1.469 -0.889 -0.01 0.19 0.43
H -1.283 -3.479 -9.246 -0.38 0.22 -0.13
H 2.280 8.322 -5.044 -0.62 -0.15 -0.06
H 2.732 6.620 5.785 0.52 -0.19 0.72
H 0.711 -0.001 5.280 0.17 0.62 0.09
H -7.338 4.598 -3.427 0.30 0.94 -0.26
H -1.218 -7.518 0.555 0.70 0.23 -0.16
H -1.744 -2.327 8.920 -0.78 -0.07 0.19
H -6.410 -4.955 -3.617 0.02 -0.34 -0.38
H 4.012 -7.627 -1.652 0.43 0.07 0.62
H 1.889 -3.891 -0.081 -0.93 0.45 0.60
H -2.509 0.536 -3.036 -0.08 -0.52 0.66
H 0.715 -2.013 -6.163 0.21 -0.27 -0.26
H -8.615 -5.076 -4.549 -0.21 -0.15 -0.20
H -1.515 4.838 -3.277 -0.16 -0.25 -0.21
H 0.176 5.064 -3.043 0.25 -0.15 0.05
H -1.289 5.526 0.391 -0.90 -0.47 -0.16
H 2.673 -4.637 -8.788 -0.02 -0.36 0.12
H -3.262 2.052 -3.050 0.15 0.47 0.05
H 0.539 -3.709 -5.270 -0.39 0.17 0.26
H 6.780 9.737 4.666 0.31 0.17 -0.21
H -8.429 -3.498 -3.800 -0.09 0.14 0.13
H -0.976 0.809 0.546 -0.78 0.61 0.24
H -10.236 -3.761 5.106 0.50 0.04 0.10
H 8.972 6.940 5.722 -0.03 0.52 0.34
H 6.527 6.449 1.859 0.28 -1.03 -0.17
H -3.353 -0.955 8.204 -1.12 -0.09 0.45
H -2.309 -5.081 -6.878 -0.15 0.10 -0.31
H 7.821 5.695 5.676 -0.37 -0.10 -0.08
H 0.227 3.733 0.513 0.03 -0.08 0.05
H 3.452 -9.088 -0.726 0.14 0.07 -0.21
H 0.695 9.745 -6.303 -0.38 0.10 -0.01
H -2.619 -2.805 5.177 0.14 -0.09 -0.10
H -0.427 3.438 -3.501 0.06 0.14 0.30
H -1.448 -6.569 -6.748 -0.02 -0.32 -0.56
H 2.387 -1.681 -9.493 0.29 -0.33 0.57
H -0.864 0.287 -1.084 0.10 -0.54 0.24
H 0.247 -6.310 3.763 -0.44 -0.43 0.08
H -3.978 -2.320 7.186 -0.61 0.39 0.01
H 1.457 7.418 -7.548 0.22 -0.77 1.23
H 0.304 -4.661 1.601 -1.37 -0.31 0.48
H 2.403 -1.777 -6.733 0.15 -0.28 0.57
H 4.401 8.401 6.413 -0.02 0.24 -0.05
H -6.778 3.728 -6.865 -0.02 -0.12 -0.33
H 1.723 0.875 8.359 -0.03 -0.34 0.37
H 7.636 6.850 6.976 0.36 0.15 0.08
H -3.426 0.131 -0.294 0.13 -0.08 -0.48
H -9.209 -2.523 5.819 -0.69 -0.40 0.00
H -1.178 -3.530 -5.830 -0.14 0.33 1.10
H -4.030 -0.531 6.662 0.23 -0.41 -0.49
H 3.421 -3.518 -7.672 -0.01 0.18 -0.18
H 0.737 -2.098 -9.766 -0.05 0.19 -0.24
H 1.943 -3.309 -10.120 0.17 0.19 -0.22
H 2.354 -4.495 -5.720 -0.46 0.69 0.04
H 4.911 -6.715 0.793 0.06 -0.69 -0.74
H -5.201 4.183 -5.326 0.17 0.03 0.57
H 2.027 -5.767 -1.379 0.13 -0.37 -0.12
H -1.818 6.039 -1.323 0.24 0.53 0.56
H -0.832 -2.630 5.320 -0.08 -0.61 0.60
H 1.256 1.457 -0.366 -0.27 -0.12 0.64
H 0.577 1.860 7.597 -0.27 -0.37 -0.86
H 2.410 10.496 -6.166 0.13 0.28 0.01
H 1.754 -5.819 3.361 0.61 -0.18 -0.69
H -1.497 1.853 -3.280 -0.05 0.42 0.41
H -1.676 -1.363 4.745 -0.74 0.46 -0.03
H -7.144 -2.051 3.339 0.00 0.15 0.43
H -9.266 -3.025 -5.718 -0.03 0.10 -0.27
H 7.013 9.226 6.301 0.16 0.65 0.29
H 2.221 -0.354 6.176 -0.19 0.63 0.59
H 0.085 1.204 9.042 0.03 -0.68 0.34
H -6.388 -2.582 -4.969 0.31 0.64 -0.18
H 1.482 -7.547 3.655 -0.04 -0.15 -0.32
H -3.388 1.536 0.662 -0.66 0.44 0.04
H -8.157 2.483 -3.849 -0.03 0.29 -0.07
H 1.389 -6.291 -7.767 -1.23 -0.61 -0.53
H 3.580 -5.367 -0.556 0.11 -0.20 -0.61
H -0.079 5.860 -0.673 -0.07 1.06 -0.64
H -1.593 -6.726 2.066 0.43 0.43 0.16
H 3.814 -6.631 2.008 -0.58 0.77 0.16
H 1.183 -0.985 -7.499 -0.64 -0.14 -0.38
H 6.995 8.176 2.879 0.22 0.72 0.60
H -6.049 5.739 -5.042 0.21 0.13 -0.53
H 0.522 1.795 -1.832 0.01 0.14 -0.34
H -0.060 -5.275 0.016 -0.68 -1.21 0.22
H -7.936 -1.469 4.813 0.38 0.07 -0.65
H 3.173 -5.679 -6.418 0.35 -0.32 -0.92
H 1.595 -1.672 8.531 0.21 0.20 -0.54
H -1.262 0.672 5.690 -0.27 1.01 -0.98
H 2.940 7.464 4.377 0.73 -0.13 -0.75
```
Positions in Å, forces in eV/Å.

---

Summary of gap between HOMO and LUMO in hartree
0.3031, 0.2884
(order as listed above)
Summary of maximum force in eV/Å
2.18, 4.68
(order as listed above)
Summary of E_HOMO in eV
-7.72, -7.79
(order as listed above)